Entry from OMol25: a structure of composition C36H41CrO4Si (ωB97M-V with the def2-TZVPD basis set).

Computed properties:
HOMO (alpha / beta): -0.4211 / -0.4884 hartree
2S+1: 4
charge: +2
orbital gap (alpha / beta): 0.2429 / 0.1170 Ha
ΔE to the lowest compared entry with this formula, charge and spin: 46.69 kcal/mol
energy: -82465.85202 eV

Element x y z (Å)
C1 -0.915657 0.930940 0.725054
C2 0.336361 0.187323 0.308255
C3 0.148110 -0.518148 -1.021129
Si1 0.992971 -0.971439 1.688832
C4 1.258499 -2.753447 1.015671
C5 0.381693 -3.784681 1.699905
C6 2.715116 -3.184603 1.034398
C7 2.662770 -0.299092 2.340833
C8 2.581084 -0.085822 3.837534
C9 3.148503 0.944673 1.620964
O1 -0.080152 -0.937022 3.002756
C10 -1.387569 -1.328897 2.849772
C11 -2.464900 -0.541638 2.925861
C12 -3.818917 -1.021035 2.576482
H1 -1.162992 1.729593 0.023197
H2 -1.770098 0.254451 0.750011
H3 -0.803836 1.376540 1.714777
H4 1.153446 0.912114 0.209630
H5 -0.197581 0.173972 -1.790901
H6 1.078098 -0.964103 -1.378270
H7 -0.600232 -1.307219 -0.935472
H8 0.942084 -2.660583 -0.030734
H9 0.648472 -4.795437 1.385232
H10 0.501190 -3.734336 2.782943
H11 -0.673095 -3.648863 1.459475
H12 2.845073 -4.165544 0.573134
H13 3.354874 -2.485736 0.492806
H14 3.079993 -3.264467 2.058934
H15 3.364410 -1.116881 2.137551
H16 3.541519 0.233440 4.248542
H17 1.845556 0.684608 4.071535
H18 2.277783 -0.997756 4.354877
H19 4.128645 1.257072 1.985434
H20 3.240229 0.781889 0.545779
H21 2.462700 1.776789 1.784234
H22 -1.537557 -2.378456 2.647007
H23 -2.324962 0.496080 3.176208
H24 -4.558051 -0.216113 2.581130
H25 -3.822460 -1.454130 1.572840
H26 -4.152735 -1.790569 3.274643
O2 -5.022855 -0.987799 -2.925398
C13 -5.714424 -0.157328 -2.561908
Cr1 -6.826022 1.234895 -1.986323
C14 -6.383031 0.892151 -0.180928
O3 -6.116819 0.694871 0.909604
C15 -8.337470 0.129257 -1.855544
O4 -9.265772 -0.526321 -1.776038
C16 -7.264470 2.088793 -3.933583
C17 -5.888876 2.273235 -3.643183
C18 -5.487152 2.873574 -2.427846
C19 -6.464313 3.310900 -1.475110
C20 -6.062667 3.826124 -0.223826
C21 -5.667816 4.026376 0.930549
C22 -5.164604 3.967484 2.201083
C23 -6.025448 3.412034 3.226977
C24 -7.380147 3.168439 2.943673
C25 -8.223776 2.638402 3.887215
C26 -7.745382 2.320297 5.142144
C27 -6.414124 2.523564 5.446438
C28 -5.577983 3.065032 4.508679
C29 -3.792963 4.395493 2.387022
C30 -3.124133 5.060501 1.345489
C31 -1.821265 5.469313 1.480704
C32 -1.135387 5.220566 2.652490
C33 -1.756812 4.552306 3.688425
C34 -3.060095 4.157908 3.557276
C35 -7.850071 3.107181 -1.781626
C36 -8.245115 2.526168 -3.009815
H27 -7.564315 1.612588 -4.869437
H28 -5.131611 1.903614 -4.338406
H29 -4.425607 2.995456 -2.196074
H30 -7.754004 3.399413 1.963059
H31 -9.258597 2.465124 3.642591
H32 -8.406235 1.889942 5.873223
H33 -6.030878 2.253239 6.415786
H34 -4.426271 3.254494 4.712783
H35 -3.653745 5.256262 0.430912
H36 -1.335736 5.984854 0.669129
H37 -0.110572 5.531626 2.748867
H38 -1.220617 4.340954 4.597996
H39 -3.645654 3.590712 4.417134
H40 -8.597589 3.371566 -1.033314
H41 -9.306264 2.400673 -3.239518

Cartesian forces (eV/Å) of the 3 atoms listed first:
C -0.3 0.2 0.0
C 0.6 -0.3 0.7
C 0.1 -0.2 -0.3

Löwdin population analysis, charges in e, atoms 1 to 5: atom 1 (C): -0.11, atom 2 (C): -0.42, atom 3 (C): -0.11, atom 4 (Si): 0.78, atom 5 (C): -0.34


Entry from OMol25: a cluster of 2 separate species, C36H41N4O4S in total (ωB97M-V with the def2-TZVPD basis set).

Computed properties:
HOMO: -0.3214 hartree
charge: +1
orbital gap: 0.1405 Ha
energy: -62972.05332 eV

Element x y z (Å)
C1 -2.046601 -3.289508 -2.055640
O1 -1.011468 -3.546150 -1.092319
C2 -0.201632 -2.613028 -0.496796
C3 1.205965 -2.704554 -0.914924
C4 2.088741 -1.609085 -0.850156
C5 3.423451 -1.750138 -1.223730
C6 3.918998 -3.005094 -1.588507
C7 3.051659 -4.103696 -1.651753
C8 1.700274 -3.952972 -1.355705
C9 -0.650360 -2.212500 0.782070
N1 0.044964 -2.359296 1.961479
C10 1.441615 -2.780986 2.004933
C11 -0.705419 -2.199024 3.104747
C12 -0.075029 -2.315737 4.452403
C13 -2.025409 -1.986229 2.839799
C14 -3.108473 -1.816752 3.844298
S1 -2.346175 -1.956218 1.150943
H1 -2.487163 -4.268502 -2.259370
H2 -2.810606 -2.612119 -1.655199
H3 -1.590289 -2.890747 -2.966676
H4 1.673537 -0.656142 -0.524151
H5 4.082004 -0.879451 -1.206384
H6 4.976833 -3.126744 -1.815148
H7 3.430208 -5.089617 -1.921426
H8 1.007426 -4.794617 -1.427362
H9 1.716018 -2.985315 3.043545
H10 1.575065 -3.700908 1.427572
H11 2.109238 -2.001925 1.618848
H12 -0.734780 -1.840504 5.186801
H13 0.076247 -3.352182 4.789101
H14 0.893018 -1.799143 4.505576
H15 -2.684424 -1.576504 4.825281
H16 -3.775325 -0.998340 3.549133
H17 -3.723852 -2.719824 3.964017
C15 -0.307204 0.207027 -9.540556
N2 -0.959727 -0.317485 -8.364271
C16 -2.023942 -1.165983 -8.476031
O2 -2.524170 -1.548870 -9.532571
C17 -2.466660 -1.532110 -7.059272
C18 -2.468065 -3.034511 -6.790276
C19 -3.362047 -3.833377 -7.712436
C20 -2.833520 -4.937482 -8.386245
C21 -3.609711 -5.625984 -9.322908
C22 -4.940894 -5.242468 -9.539324
C23 -5.494203 -4.187005 -8.802469
C24 -4.705693 -3.485869 -7.880686
N3 -1.501278 -0.811184 -6.220684
C25 -1.531676 -0.914917 -4.875190
C26 -0.668350 -0.274795 -3.985349
C27 -0.711164 -0.329064 -2.587070
C28 -0.061051 0.671310 -1.775641
C29 0.948295 1.521857 -2.293487
C30 1.567022 2.476364 -1.468799
N4 2.512094 3.364526 -2.061245
O3 3.032435 4.251751 -1.346468
O4 2.783486 3.237408 -3.279213
C31 1.218493 2.615507 -0.114456
C32 0.201798 1.808780 0.398990
C33 -0.422535 0.860098 -0.407020
C34 -0.547417 0.005276 -7.001471
C35 0.902492 -0.443884 -6.773499
C36 -0.714413 1.515027 -6.773164
H18 -0.760824 -0.251185 -10.423574
H19 -0.419448 1.296976 -9.605693
H20 0.763348 -0.024971 -9.524534
H21 -3.481614 -1.121975 -6.903623
H22 -1.435591 -3.408215 -6.887534
H23 -2.778785 -3.190168 -5.744839
H24 -1.795260 -5.220386 -8.198317
H25 -3.172872 -6.457856 -9.879256
H26 -5.547590 -5.767952 -10.281808
H27 -6.538483 -3.899478 -8.943208
H28 -5.117866 -2.651989 -7.308052
H29 -2.328072 -1.552193 -4.482113
H30 0.082314 0.372581 -4.433486
H31 -1.428924 -0.978538 -2.096588
H32 1.277445 1.465526 -3.327531
H33 1.729091 3.373401 0.478252
H34 -0.113694 1.940438 1.435742
H35 -1.221540 0.238207 0.009503
H36 1.002537 -1.493781 -7.082504
H37 1.577568 0.184972 -7.370261
H38 1.190772 -0.361781 -5.724593
H39 -1.673021 1.845861 -7.197956
H40 -0.691671 1.761700 -5.708741
H41 0.099865 2.049480 -7.280787

Cartesian forces (eV/Å) of the 3 atoms listed first:
C 1.0 -0.1 0.5
O -1.7 -1.1 -0.8
C 0.0 1.1 1.2

Löwdin population analysis, charges in e, atoms 1 to 5: atom 1 (C): -0.07, atom 2 (O): -0.16, atom 3 (C): -0.32, atom 4 (C): -0.20, atom 5 (C): -0.07


Entry from OMol25: a structure of composition C36H42AsF6GeNPdSbSi2 (ωB97M-V with the def2-TZVPD basis set).

Computed properties:
HOMO (alpha / beta): -0.0696 / -0.0676 hartree
2S+1: 2
charge: -2
orbital gap (alpha / beta): 0.2227 / 0.2188 Ha
energy: -198941.40409 eV

Element x y z (Å)
Pd1 0.634070 -0.361898 -1.254033
C1 4.742070 0.925802 0.003267
C2 5.515370 -0.213598 -0.353033
C3 4.876770 -1.294798 -0.886833
C4 3.478970 -1.294098 -1.096533
N1 2.770370 -0.107498 -0.863833
C5 3.402170 0.910302 -0.297033
C6 2.701470 -2.405498 -1.520133
C7 3.226770 -3.715998 -1.673733
C8 2.436470 -4.761698 -2.086533
C9 1.098470 -4.557298 -2.384733
C10 0.546070 -3.281498 -2.217633
C11 1.305770 -2.229998 -1.771733
H1 5.192970 1.786902 0.479267
H2 6.588170 -0.216398 -0.192833
H3 5.441070 -2.176398 -1.163833
H4 2.784570 1.786502 -0.075533
H5 4.267070 -3.905598 -1.436133
H6 2.863170 -5.757898 -2.175433
H7 0.482870 -5.372598 -2.743633
H8 -0.498730 -3.160298 -2.468833
C12 -1.328430 -0.884998 -1.121433
Ge1 -1.786330 -1.022598 0.777467
C13 -0.518230 -2.283598 1.685167
C14 -1.017830 -3.262698 2.533567
C15 -0.191430 -4.218398 3.095967
C16 1.167770 -4.211098 2.822767
C17 1.688470 -3.225498 2.001267
C18 0.846570 -2.278698 1.442167
C19 -2.419930 0.311802 2.118367
C20 -3.386330 1.265902 1.839767
C21 -3.918930 2.044602 2.853067
C22 -3.479030 1.891402 4.158367
C23 -2.493230 0.960202 4.441567
C24 -1.983830 0.169802 3.426367
C25 -3.390530 -2.241598 0.742567
C26 -4.605530 -1.945598 1.338767
C27 -5.660830 -2.840198 1.299167
C28 -5.515130 -4.057798 0.656067
C29 -4.312730 -4.363298 0.039767
C30 -3.270230 -3.458598 0.088367
H9 -1.664230 -1.773798 -1.646533
H10 -2.077830 -3.282398 2.755467
H11 -0.610930 -4.982898 3.741267
H12 1.810670 -4.971798 3.254867
H13 2.748970 -3.196498 1.785067
H14 1.270970 -1.498098 0.819867
H15 -3.727630 1.402102 0.826867
H16 -4.678830 2.785202 2.628567
H17 -3.905830 2.498502 4.949267
H18 -2.126030 0.838802 5.456167
H19 -1.236030 -0.577698 3.647767
H20 -4.722130 -0.994698 1.838467
H21 -6.604030 -2.581698 1.768567
H22 -6.333930 -4.766998 0.633167
H23 -4.185330 -5.302898 -0.484233
H24 -2.325330 -3.698198 -0.381633
C31 1.607870 3.355802 -4.740833
Si1 2.181370 2.290202 -3.240433
C32 2.946270 0.692402 -3.973433
C33 3.632070 3.388102 -2.567033
As1 0.621870 2.153702 -1.489533
Si2 -0.644630 4.227202 1.316267
C34 -0.745630 5.634702 0.035067
C35 1.123570 3.639802 1.692867
C36 -1.535730 4.705202 2.936167
H25 2.435070 3.510602 -5.432533
H26 1.261470 4.329702 -4.407233
H27 0.794970 2.886602 -5.282833
H28 3.323270 0.860402 -4.980133
H29 2.192070 -0.092898 -4.019433
H30 3.764670 0.326402 -3.359133
H31 4.248170 3.781302 -3.368533
H32 4.275570 2.830302 -1.895433
H33 3.223270 4.231002 -2.010633
H34 -0.390030 5.247702 -0.919833
H35 -0.157530 6.510502 0.294267
H36 -1.778930 5.944802 -0.104233
H37 1.806870 3.893002 0.883867
H38 1.094670 2.555302 1.771867
H39 1.528670 4.036102 2.621067
H40 -2.452530 5.243402 2.721667
H41 -0.918530 5.337902 3.565667
H42 -1.799530 3.821502 3.506267
F1 0.140770 0.553902 0.869567
Sb1 -2.204230 0.755702 -2.061833
F2 -0.257330 0.172902 -3.424633
F3 -0.555830 3.315902 -2.495433
F4 -3.025330 -0.366198 -3.600533
F5 -1.558430 3.088902 0.626667
F6 -4.091130 0.295702 -1.120233

Cartesian forces (eV/Å) of the 3 atoms listed first:
Pd 0.0 0.3 0.5
C 1.2 -1.1 -0.2
C -0.6 1.6 0.6

Löwdin population analysis, charges in e, atoms 1 to 5: atom 1 (Pd): 0.67, atom 2 (C): -0.07, atom 3 (C): -0.07, atom 4 (C): -0.03, atom 5 (C): -0.20


Number 1: F_max 6.698 eV Å⁻¹. Number 2: F_max 3.907 eV Å⁻¹. Number 3: F_max 3.312 eV Å⁻¹.